The following is a DFT calculation (wB97M-V/def2-TZVPD) of a cluster of 13 separate species, C43H122N12O13 in total at a distorted geometry.

```
190
Properties=species:S:1:pos:R:3:forces:R:3
C -5.448 5.372 4.697 -0.2 -0.5 0.5
H 8.579 -2.877 -5.300 -0.1 0.8 0.6
H 6.043 -2.405 -4.920 0.1 -0.3 0.2
C -5.157 6.320 7.138 0.1 1.1 -1.8
H 2.455 -12.053 6.303 0.0 0.2 -0.4
H -0.364 0.158 -1.706 0.5 -0.4 0.1
C -5.982 -2.470 3.388 -3.6 -0.4 -1.4
H -4.375 5.212 4.594 0.2 0.4 -0.5
C 0.786 3.322 -10.635 0.1 0.3 0.9
H 7.432 -0.893 -6.288 -0.4 -0.1 0.2
O 7.526 -4.120 4.753 -2.1 1.9 1.7
H 2.582 -8.574 4.233 0.3 0.0 0.1
H 0.897 2.498 -8.692 0.4 -0.2 0.2
C -0.863 -11.762 6.397 1.5 0.0 0.0
C 0.694 -10.406 4.922 0.8 -1.6 -0.6
H -2.813 -6.717 -2.025 0.4 0.3 0.1
H -5.886 -3.544 1.756 0.8 -0.3 0.1
H -4.100 -3.791 -4.303 -0.7 -0.4 -0.4
H 6.522 -1.026 7.865 0.2 -0.1 -0.2
H 10.952 -1.953 -6.070 -0.1 -0.1 0.0
H -1.546 1.041 -0.858 -0.2 0.7 -0.2
H -9.355 3.019 -3.644 -0.1 0.3 0.2
H -1.245 -0.785 0.491 -0.1 -0.4 -0.2
H 7.767 -1.531 -7.887 0.2 0.1 -0.1
C -7.274 6.696 3.919 -0.2 -1.0 2.5
H -5.091 6.101 8.204 0.0 -0.6 -0.3
H -1.655 12.804 -5.357 -0.4 0.2 0.2
C 5.518 -2.547 -5.865 0.4 0.7 0.1
C 7.050 3.686 2.285 1.6 -0.1 0.5
H 1.245 3.946 -12.491 0.0 0.0 -0.2
O -2.179 -3.929 10.555 0.0 -0.7 1.0
H -4.194 6.514 6.665 0.5 0.3 0.7
H -4.325 -3.236 2.687 -0.2 -0.6 -1.4
C 0.951 4.752 -10.131 -0.6 0.6 0.7
H 0.112 -7.886 -4.118 0.1 0.1 0.4
O -7.197 -2.399 3.290 -0.7 0.8 0.6
H -0.240 3.080 -10.914 -0.7 0.1 1.4
C -12.184 1.617 -4.113 1.5 -1.8 -0.5
C 7.501 -3.153 5.869 0.5 0.8 0.6
O -0.052 1.751 6.915 0.2 -0.6 -0.4
H -1.214 12.168 -6.713 0.0 -0.3 -0.3
C -0.749 -8.063 -3.473 -1.4 1.0 -1.0
C 7.584 -1.814 -6.850 -0.4 -0.8 -1.2
H -1.080 -5.196 9.243 0.1 0.0 0.2
O 1.924 -10.542 4.173 -0.5 0.6 0.4
C 10.000 -1.501 -6.349 -1.0 -0.8 -0.1
H 4.865 -1.603 7.768 0.0 0.0 -0.3
H -3.945 -4.041 -2.640 0.3 -0.5 0.3
N 9.182 -3.802 -6.996 -0.3 1.1 -0.5
H -7.622 6.992 4.909 -0.4 0.5 0.2
H -3.935 -6.204 -4.832 0.0 -0.1 -0.3
H -5.526 -1.264 4.944 0.3 -0.5 0.0
H 8.372 -4.395 -7.106 -0.3 0.0 -0.1
C -0.514 -0.291 1.131 -0.7 -0.2 -1.5
C 5.127 5.117 1.425 0.0 0.4 -0.1
H -5.958 4.543 4.207 0.0 -0.4 0.1
H 0.365 5.448 -10.731 0.1 0.1 -0.6
H 6.079 2.083 0.448 -0.3 -0.1 0.2
H -0.074 12.448 -4.064 -0.2 0.0 0.1
H -10.158 0.086 -2.484 -0.5 -0.7 -0.1
H 6.548 3.110 3.062 -0.3 -0.5 -0.4
N -1.788 11.967 -5.907 -0.9 0.2 -0.3
H -1.166 -9.019 -3.788 -0.2 -0.2 0.2
H -3.067 8.914 -2.152 -0.1 -0.6 0.3
H -0.434 -3.528 9.568 0.1 -0.3 0.2
H 9.835 -0.627 -5.720 -0.1 -0.1 0.2
H 8.067 -3.493 6.736 0.0 -0.9 0.1
C -0.831 4.728 -8.510 0.3 -0.2 -1.6
H 1.185 1.363 -10.004 0.1 -0.3 0.2
O -1.411 9.498 -3.180 0.0 0.2 0.0
H 1.277 -0.809 2.111 0.2 0.3 0.1
H -2.591 -4.228 -3.817 0.3 -0.3 0.5
H -5.685 -6.967 -3.404 0.0 -0.3 0.1
H -0.703 -10.998 7.158 -0.7 0.0 0.2
H -10.029 2.628 -1.211 -1.1 0.0 -0.1
H -7.888 0.951 -2.273 0.5 0.1 0.0
C -9.733 1.825 -1.886 0.3 0.8 0.5
H 1.305 -12.831 7.112 0.1 -0.1 0.4
H -0.056 -1.488 3.694 -0.7 0.7 0.3
C 0.402 -1.359 1.762 1.5 0.1 -0.7
O 6.449 -2.681 -6.943 -0.7 0.1 0.8
C -2.905 -6.937 -3.089 -0.7 -0.3 -1.2
H -0.052 1.865 -1.513 0.0 0.1 0.7
H 4.422 4.834 2.207 0.1 -0.4 0.1
H 1.345 -8.901 3.051 -0.3 0.0 -0.1
C 0.996 -2.394 0.802 -0.2 1.6 -1.5
N -10.276 0.556 -1.598 -1.8 -1.9 -0.3
N -5.461 3.922 6.738 0.2 0.2 -1.1
H -0.905 -12.744 6.867 -0.6 0.1 0.2
O 0.120 0.753 0.303 0.2 -0.7 0.3
H -7.915 2.718 -1.845 0.8 0.0 -0.6
C -1.195 10.874 -5.167 1.8 0.5 1.1
N -5.238 -6.089 -3.180 -1.9 -1.2 0.8
N -0.228 -2.041 2.866 -0.3 0.0 1.1
H 2.947 -9.491 2.724 0.2 -0.1 0.3
N 5.486 2.900 0.483 0.0 0.3 -0.1
H -2.206 10.140 -1.308 0.6 0.3 0.1
H -6.852 5.394 6.256 -0.2 -0.2 0.1
C 0.950 2.487 6.187 -1.8 0.9 0.8
O 8.245 2.928 1.930 -0.6 -1.3 -0.6
H 1.252 -1.760 -0.047 0.4 0.0 -0.4
C 5.908 -1.913 7.708 0.4 -0.4 -0.7
H -5.515 3.911 7.746 -0.7 0.3 0.2
N -5.194 -1.946 4.276 1.8 1.4 2.7
H -2.518 11.155 -3.505 -0.6 0.1 0.0
C -0.469 0.992 -1.012 -0.6 -1.2 1.2
C -1.318 -4.156 9.466 -0.5 1.4 -0.9
H -11.786 0.649 -3.810 -0.1 -0.3 0.1
C 8.783 -2.526 -6.311 2.1 -0.4 0.6
H 1.006 11.633 -5.162 -0.5 0.0 -0.8
H -1.912 -3.707 8.670 0.7 -0.3 -1.1
H 8.665 -5.367 3.648 -0.1 0.1 0.0
H 9.789 -4.297 -6.359 0.2 0.0 0.0
H -0.079 -10.164 4.193 -0.5 -0.5 -0.1
H 7.458 4.498 2.887 -0.3 1.0 -0.4
H 1.966 2.276 6.518 0.0 -0.2 -0.5
H -0.523 -8.091 -2.407 0.1 0.2 0.0
O -5.859 6.554 4.063 0.3 1.1 -1.1
C 2.229 -9.327 3.528 -0.1 0.0 -0.2
O -11.345 2.603 -3.543 -1.1 0.6 0.3
C -2.161 10.286 -4.059 1.6 1.2 -1.1
H 0.059 1.863 7.862 0.2 0.1 0.0
H -13.238 1.494 -3.861 0.0 1.3 0.4
H -5.714 7.255 7.066 0.0 0.2 0.0
H 1.956 -2.821 1.092 -0.4 -0.3 0.4
C 0.138 11.481 -4.521 -0.3 -1.3 0.5
H 4.906 -1.652 -5.968 -0.1 0.2 -0.3
H -7.734 7.413 3.239 1.1 -0.1 -0.6
C 6.090 -2.684 6.362 -0.6 -0.4 -0.1
C -2.057 9.261 -1.935 0.3 -0.5 -1.3
H 0.383 -12.574 4.913 0.6 0.0 -0.4
H 9.377 -4.836 5.180 0.1 -0.4 0.2
H 10.324 3.092 1.340 -0.6 -1.1 0.1
H -3.283 -7.955 -3.176 -0.7 -0.2 0.3
H -9.676 0.007 -0.999 0.0 0.2 0.5
C 8.771 -4.523 4.329 1.3 -0.2 0.4
H -9.759 1.397 -4.032 0.1 -0.5 0.1
H 1.992 5.069 -10.078 0.1 -0.3 -0.7
H 1.109 2.323 -12.325 0.1 0.0 -0.2
H 5.635 -2.116 5.551 0.4 0.6 0.0
C 0.499 -11.778 5.649 -1.6 1.9 -0.5
O 0.562 4.985 -8.785 -1.0 -0.3 1.4
H 0.684 2.391 5.134 0.7 -0.6 0.0
H -7.932 1.625 -0.609 -0.7 -0.7 0.2
H -1.364 8.509 -1.557 -0.7 0.0 0.9
H 5.581 6.049 1.761 0.2 0.0 0.0
O -1.686 -6.989 -3.837 0.6 0.2 0.8
C -3.973 -5.964 -3.769 2.7 1.0 0.0
C 1.412 2.367 -9.644 -1.2 -0.8 0.1
H 6.027 -2.595 8.550 0.4 -0.1 0.0
H 9.634 4.330 2.246 0.1 0.7 -0.2
H 6.832 4.367 0.303 0.1 0.7 0.1
H -1.143 0.113 1.924 0.3 0.6 0.2
H -1.062 3.743 -8.917 -0.3 -0.2 0.4
C 9.381 3.626 1.454 -0.4 1.2 0.8
H -2.967 -4.415 10.302 -0.3 0.1 0.5
H 0.291 -3.087 0.342 -0.1 -0.4 0.6
H 8.031 -2.222 5.665 0.2 0.1 -0.9
C -10.008 2.201 -3.339 -0.2 0.6 0.2
H -2.948 9.715 -4.550 -0.3 0.1 0.1
H 5.253 -4.396 7.223 0.3 0.1 0.4
H -1.729 -11.582 5.759 0.1 0.0 0.1
H -5.888 -5.389 -3.508 0.1 0.3 0.0
H 2.497 2.414 -9.550 -0.1 0.5 -0.1
H -12.047 1.613 -5.194 -0.4 0.3 -0.3
H -0.935 10.101 -5.890 0.0 -0.2 0.2
C -5.770 5.289 6.182 -1.1 -1.0 2.5
H 4.524 5.352 0.548 0.1 -0.1 -0.1
H -1.458 5.415 -9.078 0.0 0.3 -0.2
N -5.311 -3.146 2.485 1.5 -1.5 -1.6
C -8.306 1.723 -1.628 2.8 1.5 -0.6
H 4.814 -3.374 -5.773 0.5 -0.3 -0.4
N 5.170 -3.810 6.405 0.0 -0.6 -0.5
H 0.562 10.846 -3.744 -0.3 -0.1 0.2
N 1.515 -11.953 6.659 0.1 -0.4 0.2
H 0.376 -2.806 3.131 0.0 -0.7 -0.5
N 1.431 3.168 -11.875 1.8 0.2 -2.0
H 10.096 -1.129 -7.369 0.1 -0.1 -0.1
H -4.467 3.773 6.638 0.4 -0.2 -0.5
C 6.154 4.048 1.094 0.2 -0.5 0.0
H -4.316 -2.443 4.320 0.1 1.0 0.9
H 5.571 -4.352 5.653 -0.8 -0.9 -0.3
H 4.544 2.743 0.810 0.2 -0.3 0.2
H 0.682 3.527 6.374 0.7 0.4 0.1
H 0.695 -9.541 5.586 0.5 -0.1 0.5
H -1.184 4.806 -7.482 1.0 0.0 0.2
H 9.227 4.130 0.500 -0.3 0.2 0.0
H -7.720 5.703 3.867 -0.2 -0.2 -0.8
H 9.376 -3.749 3.858 -0.2 0.4 -0.3
C -3.629 -4.469 -3.591 0.8 0.5 -0.7
```
Positions in Å, forces in eV/Å.

Results
ΔE to the lowest compared entry with this formula, charge and spin: 259.53 kJ/mol
HOMO: -8.941 eV
net charge: 0
E: -3346.2261 Ha
frontier orbital gap: 9.0 eV
spin multiplicity: 1